{"formula": "C6H12F6LiO8S2", "method": "wB97M-V/def2-TZVPD", "species": ["Li", "C", "F", "F", "F", "S", "O", "O", "O", "C", "F", "F", "F", "S", "O", "O", "O", "C", "C", "O", "H", "H", "H", "H", "H", "H", "C", "C", "O", "H", "H", "H", "H", "H", "H"], "positions_angstrom": [[-1.9528, 12.5749, -4.4024], [2.0837, 13.5421, -6.0595], [3.3945, 13.3341, -5.9566], [1.7586, 14.4900, -5.1853], [1.7801, 13.9615, -7.2871], [1.1609, 11.9561, -5.6101], [-0.1831, 12.4682, -5.2973], [1.1812, 11.0873, -6.7698], [1.8880, 11.5062, -4.4452], [-1.3000, 12.7257, -0.4013], [-0.9283, 12.4935, 0.8531], [-2.6132, 12.9467, -0.4860], [-0.6519, 13.8206, -0.7890], [-0.8379, 11.1940, -1.4677], [-1.3139, 11.5275, -2.8206], [0.6070, 11.1314, -1.3253], [-1.5631, 10.0946, -0.8667], [-4.3595, 10.0168, -4.0070], [-4.0176, 10.1294, -5.4733], [-2.9384, 11.0741, -5.5558], [-3.5596, 9.5445, -3.4352], [-5.2856, 9.4563, -3.8562], [-4.4802, 10.9904, -3.5269], [-4.8624, 10.5412, -6.0358], [-3.7031, 9.1636, -5.8705], [-2.4046, 10.8836, -6.3364], [-4.4295, 14.3899, -6.3991], [-3.8261, 14.9137, -5.0864], [-2.5125, 14.3949, -4.8456], [-4.2723, 13.3136, -6.4466], [-3.8666, 14.8483, -7.2152], [-5.4811, 14.6625, -6.4604], [-4.4103, 14.5108, -4.2514], [-3.8302, 16.0039, -5.0345], [-1.9158, 15.0962, -5.1253]], "orbital_gap_ha": 0.3004, "max_force_ev_per_a": 2.38, "spin_multiplicity": 1, "de_lowest_kj_mol": 0.0, "homo_energy_ha": -0.2246, "total_charge": -1}